No. 1
This record from the OMol25 dataset describes a 7-piece molecular cluster, C44H96FN8O overall. The level of theory is wB97M-V/def2-TZVPD.

```
! RIJCOSX wB97M-V def2-TZVPD def2/J DEFGRID3
* xyz 5 1
F -27.8798 -15.1137 0.4718
C -27.2213 -19.4199 2.3531
C -27.1473 -18.8923 3.7784
N -28.2972 -18.0122 4.0779
C -28.7609 -16.9897 3.2814
C -29.9351 -16.5816 3.8068
N -30.1660 -17.3561 4.9290
C -29.1353 -18.1840 5.0848
C -31.2155 -17.1578 5.9341
H -28.2285 -19.7324 2.0786
H -26.5921 -20.2974 2.2113
H -26.8694 -18.6210 1.6955
H -26.2220 -18.3395 3.9384
H -27.1888 -19.6618 4.5483
H -28.2144 -16.6170 2.4239
H -30.6307 -15.7681 3.6836
H -29.1785 -18.9248 5.8694
H -32.1612 -17.6148 5.6496
H -31.3018 -16.0980 6.1536
H -30.9377 -17.6656 6.8574
C -26.8807 -14.8134 5.9092
C -26.1010 -13.5401 5.6101
N -26.0988 -13.2449 4.1567
C -27.0999 -13.4185 3.2328
C -26.6482 -12.8785 2.0747
N -25.3951 -12.3902 2.3223
C -25.0932 -12.6002 3.5837
C -24.5376 -11.8363 1.2660
H -26.7591 -15.1050 6.9475
H -26.5510 -15.6619 5.2938
H -27.9235 -14.7245 5.5900
H -25.0614 -13.7279 5.8688
H -26.5176 -12.7126 6.1780
H -28.0801 -13.8164 3.4115
H -27.2108 -12.7400 1.1705
H -24.1381 -12.3918 4.0375
H -23.5174 -11.7450 1.6340
H -24.8660 -10.8430 0.9716
H -24.5507 -12.5492 0.4484
C -30.1600 -10.1005 -3.2823
C -30.5718 -11.4764 -2.7700
C -30.1740 -11.6922 -1.3094
C -30.6254 -13.0395 -0.7612
N -31.2848 -12.9565 0.5817
C -32.5171 -12.0462 0.6578
C -33.2659 -12.5376 1.8695
C -33.0597 -14.0681 1.8985
C -31.8423 -14.3025 0.9920
C -30.2791 -12.5741 1.6149
H -30.3198 -9.3103 -2.5439
H -30.7047 -9.8285 -4.1817
H -29.0800 -10.0708 -3.4548
H -30.1890 -12.2462 -3.4522
H -31.6553 -11.6347 -2.8186
H -30.5567 -10.8196 -0.7805
H -29.0901 -11.6833 -1.1417
H -29.8056 -13.7503 -0.6310
H -31.3782 -13.5192 -1.3939
H -32.1216 -11.0368 0.6922
H -33.0583 -12.2078 -0.2755
H -32.8597 -12.0860 2.7746
H -34.3201 -12.2719 1.8541
H -32.7901 -14.3637 2.9100
H -33.9093 -14.6112 1.5010
H -31.0226 -14.9308 1.3425
H -32.1271 -14.7580 0.0401
H -29.3839 -13.1817 1.4407
H -30.6323 -12.9173 2.5832
H -29.9854 -11.5323 1.5321
C -31.6876 -19.5475 1.8022
C -31.5330 -18.3053 0.9399
C -30.6874 -18.5485 -0.2932
C -30.1932 -17.2599 -0.9390
N -29.6324 -17.4013 -2.3532
C -28.9304 -16.1094 -2.6671
C -29.2273 -15.8177 -4.1305
C -30.6479 -16.3332 -4.2893
C -30.7154 -17.5655 -3.4142
C -28.7104 -18.5781 -2.4181
H -32.4115 -19.4495 2.6086
H -30.7169 -19.7943 2.2479
H -31.9836 -20.4130 1.2085
H -31.0621 -17.4898 1.5000
H -32.5108 -17.9320 0.6184
H -31.1654 -19.2032 -1.0269
H -29.7727 -19.0917 -0.0208
H -29.4387 -16.7532 -0.3311
H -31.0241 -16.5762 -1.1460
H -27.8846 -16.2093 -2.3811
H -29.3483 -15.3094 -2.0590
H -28.4737 -16.3485 -4.7198
H -29.0032 -14.7807 -4.3845
H -30.9311 -16.5186 -5.3230
H -31.3599 -15.5913 -3.9157
H -30.6009 -18.5092 -3.9433
H -31.6614 -17.6745 -2.8821
H -29.3195 -19.4762 -2.3848
H -28.0652 -18.5437 -1.5441
H -28.1665 -18.5758 -3.3592
C -26.5919 -16.1746 -6.8547
C -25.1627 -15.7043 -7.1079
C -24.5491 -14.7852 -6.0274
C -25.4633 -13.6419 -5.6403
N -25.1837 -12.9677 -4.3034
C -25.4244 -13.9820 -3.2127
C -26.2010 -13.2991 -2.0560
C -26.2662 -11.8317 -2.5006
C -26.1844 -11.8916 -4.0102
C -23.7823 -12.4911 -4.2899
H -26.9357 -16.8727 -7.6113
H -27.2571 -15.3057 -6.8349
H -26.7371 -16.6192 -5.8609
H -25.1992 -15.0404 -7.9751
H -24.5031 -16.5481 -7.2826
H -23.6805 -14.3171 -6.4946
H -24.1965 -15.3435 -5.1547
H -26.5157 -13.9214 -5.6098
H -25.3902 -12.8247 -6.3637
H -24.5168 -14.4820 -2.8805
H -26.0193 -14.8149 -3.5910
H -25.7601 -13.4962 -1.0827
H -27.2391 -13.6243 -1.9563
H -25.5463 -11.1917 -1.9891
H -27.2247 -11.3370 -2.3123
H -25.8565 -10.9734 -4.5053
H -27.1147 -12.1064 -4.5376
H -23.5895 -12.0048 -3.3358
H -23.6403 -11.8543 -5.1577
H -23.1199 -13.3505 -4.3362
C -21.9278 -18.4382 1.7941
N -22.7362 -17.1678 1.6659
C -23.3299 -16.8504 2.9856
C -21.8309 -16.0742 1.1972
C -23.8204 -17.4423 0.6436
C -24.7817 -16.3001 0.3064
O -25.6100 -15.9965 1.4143
H -22.6045 -19.2331 2.0988
H -21.2212 -18.2951 2.6073
H -21.4556 -18.6273 0.8366
H -24.0994 -17.5997 3.1612
H -23.7689 -15.8597 2.9850
H -22.5759 -16.9436 3.7641
H -20.8752 -16.1665 1.7068
H -22.2848 -15.1120 1.4165
H -21.6694 -16.1697 0.1259
H -24.4001 -18.2779 1.0304
H -23.2713 -17.7011 -0.2610
H -25.4149 -16.7018 -0.4903
H -24.2117 -15.4237 -0.0262
H -26.4428 -15.5575 1.0742
*
```

The lowest unoccupied orbital energy is -10.0 eV. For the molar mass, the calculation gives 772.30 g mol⁻¹. The value obtained for the total energy is -63823.8714 eV.

No. 2
This record from the OMol25 dataset describes a 7-piece molecular cluster, C45H102F3N6O8 overall. The level of theory is wB97M-V/def2-TZVPD.

```
! RIJCOSX wB97M-V def2-TZVPD def2/J DEFGRID3
* xyz 3 1
N -0.2487 -0.1006 0.0939
O -1.1434 0.4251 -0.5349
O 0.9115 0.3108 -0.1308
O -0.4808 -0.9936 0.8950
C -2.4159 -2.6669 6.3806
C -1.3578 -1.5694 6.7191
C -0.4491 -1.3582 5.5026
C 0.5993 -0.2187 5.7932
N 1.3746 0.3868 4.5522
C 2.3935 1.4488 5.1233
C 2.4360 2.4469 4.0159
C 1.2671 2.2362 2.9824
C 0.4007 1.1515 3.6615
C 2.0118 -0.7681 3.7029
C 3.0058 -1.6961 4.4852
C 3.6354 -2.7588 3.6069
H -1.9678 -3.6433 6.1963
H -2.9157 -2.5037 5.4258
H -3.1837 -2.6982 7.1536
H -0.7492 -1.8246 7.5865
H -1.9579 -0.7034 6.9984
H -1.0781 -1.1636 4.6339
H 0.0898 -2.2758 5.2664
H 1.3563 -0.4999 6.5253
H 0.1350 0.6566 6.2475
H 3.3220 0.9528 5.4061
H 1.9950 1.8262 6.0650
H 3.4192 2.2478 3.5897
H 2.5937 3.4880 4.2976
H 1.4566 2.0805 1.9204
H 0.6959 3.1597 2.8874
H -0.2116 0.5083 3.0295
H -0.2277 1.7433 4.3271
H 2.5687 -0.3012 2.8905
H 1.2128 -1.3576 3.2533
H 2.4479 -2.0872 5.3360
H 3.7937 -1.0314 4.8395
H 4.4906 -3.1999 4.1190
H 3.9929 -2.3761 2.6509
H 2.8114 -3.4378 3.3877
C -3.8344 3.6933 -1.5546
C -4.0066 2.2552 -1.7457
C -4.9471 1.7843 -0.6248
C -5.3768 0.4043 -1.0612
N -6.2913 -0.4065 -0.0056
C -6.6053 -1.7524 -0.6366
C -7.7618 -1.4634 -1.7536
C -8.5583 -0.2620 -1.2532
C -7.7521 0.2801 -0.0547
C -5.6492 -0.5806 1.3683
C -4.2024 -1.0587 1.3891
C -3.6130 -1.4079 2.7777
H -3.6366 3.8993 -0.5027
H -4.7957 4.0714 -1.9025
H -3.0962 4.2647 -2.1174
H -3.0038 1.8526 -1.6027
H -4.3386 2.1648 -2.7800
H -5.8517 2.3724 -0.4703
H -4.5408 1.6324 0.3752
H -4.4223 -0.1190 -1.0033
H -5.8314 0.4780 -2.0491
H -7.0055 -2.4114 0.1338
H -5.6959 -2.1375 -1.0979
H -8.2860 -2.3954 -1.9648
H -7.2761 -1.2136 -2.6969
H -9.5753 -0.5683 -1.0082
H -8.7245 0.5054 -2.0092
H -8.4057 0.1176 0.8023
H -7.6474 1.3648 -0.0822
H -6.3688 -1.2708 1.8087
H -5.7610 0.3726 1.8849
H -3.6043 -0.3247 0.8491
H -3.9970 -1.9662 0.8215
H -4.0916 -2.2757 3.2317
H -3.3858 -0.6542 3.5317
H -2.6794 -1.9624 2.6827
C 6.9942 2.5552 -0.3380
C 5.4883 2.4565 -0.6090
O 4.6778 3.1895 0.0076
N 4.9803 1.3796 -1.5784
H 4.5476 1.7655 -2.4055
H 5.6869 0.7313 -1.8955
C 3.9077 0.4738 -0.9244
H 7.2884 3.0779 -1.2482
H 7.3320 1.5316 -0.1762
H 7.2505 3.2402 0.4702
H 3.0720 0.4775 -1.6242
H 3.5689 0.7329 0.0786
H 4.4441 -0.4730 -0.8613
C 5.5097 -5.2661 -2.9569
C 4.5577 -4.0829 -2.8039
N 3.3381 -4.4105 -1.9382
C 2.6068 -3.0777 -1.8086
C 2.4449 -5.5328 -2.5706
C 1.8941 -5.0027 -3.9469
C 3.7775 -4.9878 -0.5818
C 2.8637 -4.8062 0.6481
O 1.4550 -5.0909 0.4931
C 0.6040 -4.2644 1.3329
H 4.9962 -5.9997 -3.5784
H 6.0226 -5.5332 -2.0330
H 6.3127 -4.9409 -3.6183
H 4.1778 -3.7575 -3.7723
H 5.1000 -3.2180 -2.4217
H 1.6165 -3.1958 -1.3689
H 2.5902 -2.4395 -2.6921
H 3.1192 -2.4302 -1.0971
H 1.6039 -5.8556 -1.9569
H 2.9781 -6.4688 -2.7370
H 1.2590 -4.1360 -3.7636
H 1.2930 -5.7157 -4.5113
H 2.6889 -4.7476 -4.6478
H 4.7154 -4.5501 -0.2402
H 4.1084 -5.9990 -0.8189
H 3.0430 -3.7800 0.9690
H 3.1023 -5.4332 1.5072
H 1.0374 -3.2808 1.1519
H 0.4861 -4.2753 2.4164
H -0.3987 -4.2597 0.9053
C -0.1898 3.0076 -2.3323
C 1.2860 3.4802 -2.1809
N 1.5274 5.0542 -2.1355
C 3.0228 5.5379 -2.1889
C 0.9497 5.6992 -3.4490
C 1.4248 5.0909 -4.7724
C 0.6617 5.5825 -0.9365
C 1.1372 5.1849 0.5012
O 2.4620 5.6156 0.6514
C 3.0112 5.2209 1.8842
H -0.7512 3.2906 -1.4419
H -0.3898 1.9831 -2.6460
H -0.7021 3.5946 -3.0946
H 1.8398 3.0369 -3.0085
H 1.5666 3.2293 -1.1580
H 3.5936 4.9863 -1.4419
H 2.8028 6.5195 -1.7691
H 3.4420 5.5464 -3.1950
H 1.2234 6.7363 -3.2550
H -0.1381 5.6444 -3.4074
H 2.4797 5.2036 -5.0228
H 1.0032 5.4851 -5.6970
H 1.1169 4.0453 -4.7754
H -0.3915 5.5009 -1.2054
H 0.7302 6.6657 -1.0371
H 0.8862 4.1540 0.7509
H 0.4559 5.6049 1.2411
H 2.9936 4.1310 1.8768
H 2.4921 5.8124 2.6383
H 4.0118 5.5952 1.6680
C -2.4108 -2.4740 -2.7093
O -3.2078 -1.7251 -3.6380
O -3.2730 -3.4791 -2.2343
C -1.0890 -3.1063 -3.2753
F -1.1151 -3.4436 -4.5487
F -0.0444 -2.2305 -3.1911
F -0.6552 -4.2091 -2.6259
C -2.7887 -0.4021 -3.9539
C -3.7449 0.1346 -4.9899
H -4.8002 -0.0010 -4.7533
H -3.4869 1.1861 -4.8631
H -3.6847 -0.2717 -5.9996
H -1.7782 -0.3584 -4.3604
H -2.8142 0.2318 -3.0676
H -2.2171 -1.8088 -1.8678
*
```

The lowest unoccupied orbital energy is -7.9 eV. The calculation puts the energy relative to the best compared isomer or geometry (same formula, charge and spin) at 767.3 kJ/mol. For the molar mass, the calculation gives 912.34 g mol⁻¹. The value obtained for the total energy is -81755.2464 eV.

No. 3
This record from the OMol25 dataset describes a 4-piece molecular cluster, C45H102N3O13P3 overall. The level of theory is wB97M-V/def2-TZVPD.

```
! RIJCOSX wB97M-V def2-TZVPD def2/J DEFGRID3
* xyz 0 1
H -3.8793 1.6381 -3.5584
N -4.3712 2.1109 -4.3183
C -5.6274 2.0819 -4.1173
C -6.5318 2.6959 -5.1465
C -6.2801 1.4281 -2.9067
C -6.0470 2.1918 -1.6056
N -6.2153 3.6414 -1.8332
C -4.6534 1.9734 -1.0058
O -4.7931 1.9434 0.4028
C -3.6476 1.5746 1.1664
C -3.6450 0.0942 1.5540
C -3.9346 -0.9103 0.4319
C -5.4376 -1.0953 0.1726
N -5.7189 -1.4423 -1.2258
C -2.3043 1.9726 0.5549
C -1.2297 2.2064 1.6258
C -0.0070 2.9643 1.0566
C 1.3384 2.2942 1.3872
C 2.3805 2.2849 0.2466
C 3.4899 3.3481 0.4050
C 4.3052 3.5466 -0.9001
C 5.7255 2.9819 -0.7728
C 6.4527 2.6099 -2.0842
C 5.6463 1.9419 -3.2023
C 5.3048 0.4577 -2.9864
C 4.1817 0.2609 -1.9696
C 3.5116 -1.1360 -1.9079
C 3.4534 -1.9379 -3.2174
C 2.1482 -2.7555 -3.3162
C 1.9865 -3.8010 -2.2026
C 1.1877 -3.3757 -0.9600
C -0.1747 -2.7047 -1.2386
H -7.2475 1.9623 -5.5245
H -7.0611 3.5598 -4.7395
H -5.9303 3.0376 -5.9873
H -5.9759 0.3822 -2.8350
H -7.3611 1.4227 -3.0866
H -6.7669 1.8881 -0.8366
H -7.1849 3.8711 -2.0153
H -5.9208 4.1275 -0.9947
H -4.0430 2.8240 -1.3248
H -4.2337 1.0471 -1.4089
H -3.7327 2.1349 2.1029
H -4.3528 -0.1108 2.3639
H -2.6573 -0.1454 1.9580
H -3.5678 -1.8757 0.7941
H -3.3905 -0.7068 -0.4923
H -6.0052 -0.2177 0.4787
H -5.7722 -1.9132 0.8253
H -6.6847 -1.2438 -1.4479
H -5.5317 -2.4194 -1.4025
H -1.9429 1.2208 -0.1549
H -2.3820 2.9183 0.0141
H -0.9174 1.2798 2.1095
H -1.6778 2.8394 2.3976
H -0.0274 3.9767 1.4705
H -0.1328 3.0948 -0.0218
H 1.7948 2.6918 2.2967
H 1.1117 1.2440 1.5934
H 2.8877 1.3207 0.3155
H 1.8639 2.3775 -0.7110
H 3.0238 4.2805 0.7342
H 4.1306 2.9582 1.1988
H 4.3685 4.6246 -1.0606
H 3.7441 3.0741 -1.7029
H 6.3284 3.7652 -0.3024
H 5.7551 2.1484 -0.0671
H 7.2407 1.8986 -1.8126
H 6.9773 3.4874 -2.4685
H 4.7505 2.5041 -3.4770
H 6.2888 1.9689 -4.0891
H 6.2159 -0.0777 -2.7012
H 5.0212 0.0769 -3.9698
H 3.4005 0.9956 -2.1660
H 4.6217 0.4370 -0.9866
H 2.4765 -0.9595 -1.6006
H 3.9808 -1.7142 -1.1092
H 3.4597 -1.2704 -4.0794
H 4.2933 -2.6356 -3.2452
H 2.2119 -3.3006 -4.2616
H 1.3263 -2.0402 -3.3518
H 1.4942 -4.6891 -2.6105
H 2.9732 -4.1237 -1.8549
H 1.7849 -2.6945 -0.3516
H 1.0065 -4.2433 -0.3223
H -0.9878 -3.3281 -0.8603
H -0.2686 -1.7502 -0.7189
H -0.3766 -2.5540 -2.2979
C 5.1845 -5.6657 -3.4323
C 6.3090 -6.4852 -4.0321
O 6.8597 -7.4488 -3.1170
P 5.9833 -8.6835 -2.6460
O 5.5222 -9.5595 -3.7246
O 7.0893 -9.4263 -1.7570
C 7.5467 -10.7366 -2.0948
C 8.7148 -10.6968 -3.0613
O 5.0898 -8.0875 -1.4891
C 3.8104 -8.6877 -1.1840
C 3.9366 -10.1340 -0.7559
H 4.3060 -6.2802 -3.2311
H 4.8863 -4.8744 -4.1211
H 5.4940 -5.2184 -2.4870
H 5.9722 -7.0008 -4.9345
H 7.1400 -5.8391 -4.3089
H 6.7288 -11.3338 -2.4997
H 7.8474 -11.2036 -1.1561
H 8.5404 -9.9698 -3.8541
H 8.8768 -11.6774 -3.5096
H 9.6300 -10.4021 -2.5458
H 3.1554 -8.5969 -2.0533
H 3.3852 -8.0838 -0.3851
H 4.3254 -10.7531 -1.5659
H 2.9592 -10.5249 -0.4725
H 4.6176 -10.2261 0.0905
C -4.8666 0.1661 5.7146
C -3.7726 -0.8104 5.3290
O -3.3763 -1.6794 6.4026
P -4.3815 -2.7781 6.9473
O -4.8244 -3.7542 5.9496
O -3.4089 -3.4709 8.0142
C -3.0300 -4.8418 7.8846
C -1.7909 -5.0078 7.0258
O -5.3126 -1.9773 7.9380
C -6.6535 -2.4482 8.2061
C -6.6692 -3.8298 8.8239
H -5.8076 -0.3462 5.9184
H -5.0396 0.8703 4.8996
H -4.5918 0.7188 6.6130
H -4.0845 -1.4180 4.4757
H -2.8768 -0.2624 5.0412
H -3.8580 -5.4309 7.4885
H -2.8400 -5.2005 8.8969
H -1.8465 -4.3812 6.1358
H -1.6714 -6.0476 6.7199
H -0.8983 -4.7099 7.5777
H -7.2312 -2.4317 7.2795
H -7.0919 -1.7175 8.8823
H -6.2672 -4.5750 8.1357
H -7.6920 -4.1157 9.0700
H -6.0640 -3.8522 9.7304
C -2.7957 7.1683 0.5003
C -2.9238 8.6276 0.1081
O -1.7111 9.3802 0.2892
P -0.4508 9.0786 -0.6247
O -0.6741 9.2558 -2.0603
O 0.5232 10.2214 -0.0670
C 0.9977 11.2639 -0.9202
C 0.0461 12.4444 -0.9551
O 0.2137 7.8249 0.0669
C 1.0060 6.9046 -0.7121
C 2.2082 7.5674 -1.3515
H -2.1273 6.6294 -0.1725
H -3.7730 6.6864 0.4552
H -2.3953 7.0729 1.5099
H -3.2488 8.7200 -0.9308
H -3.6659 9.1197 0.7342
H 1.1782 10.8818 -1.9256
H 1.9645 11.5683 -0.5171
H -0.9872 12.1097 -1.0428
H 0.2780 13.1008 -1.7942
H 0.1223 13.0265 -0.0354
H 0.3776 6.4420 -1.4768
H 1.3256 6.1155 -0.0334
H 1.9031 8.3242 -2.0759
H 2.8098 6.8228 -1.8738
H 2.8223 8.0596 -0.5965
*
```

The lowest unoccupied orbital energy is 0.5 eV. For the molar mass, the calculation gives 986.24 g mol⁻¹. As for the structure (SMILES): [H]/N=C(/C)C[C@H](N)CO[C@@H](CCCN)CCCCCCCCCCCCCCCCCC.CCOP(=O)(OCC)OCC.CCOP(=O)(OCC)OCC.CCOP(=O)(OCC)OCC. The value obtained for the total energy is -107281.3539 eV.

Number 1: orbital gap 10.9 eV, highest occupied orbital energy -20.90 eV. Number 2: orbital gap 2.6 eV, highest occupied orbital energy -10.47 eV. Number 3: orbital gap 9.7 eV, highest occupied orbital energy -9.24 eV.